Entry 1:
DFT (the ωB97M-V functional and the def2-TZVPD basis) results for the molecule C2H2N4O2.

energy relative to the best compared isomer or geometry (same formula, charge and spin) = 137.6 kcal per mole
total charge = 0
HOMO level = -0.368 Eh
electronic energy = -12156.7807 eV
structure (SMILES) = [H]/N=c1\nnnc(O)o1

Each line ends with the Mulliken charge.
Atoms and positions in Å:
O 2.30 -0.87 -0.16  -0.479
N -1.17 1.15 0.16  -0.166
H -3.43 -0.61 -0.32  0.301
N -2.33 -0.99 -0.31  -0.564
C -1.30 -0.23 0.12  0.509
N 0.02 1.62 -0.11  -0.312
N 1.10 0.95 -0.04  -0.077
O -0.06 -1.02 0.39  -0.270
H 3.10 -0.24 -0.09  0.413
C 1.14 -0.29 -0.02  0.647

=====

Entry 2:
DFT (the ωB97M-V functional and the def2-TZVPD basis) results for a structure of composition C21H33CuO20S.

⟨S²⟩ = 2.02
total charge = 0
HOMO level (spin up / spin down) = -0.283 / -0.243 Eh
electronic energy = -118731.2212 eV
spin multiplicity = 3

Each line ends with the Mulliken charge.
Atoms and positions in Å:
H -24.70 -10.22 -24.11  0.399
C -26.62 -8.03 -23.63  -0.524
H -21.13 -8.36 -17.49  0.350
C -28.00 -0.70 -21.73  -0.495
C -29.17 -9.55 -20.00  0.294
C -23.45 -3.47 -17.67  0.292
H -30.76 -4.51 -20.22  0.358
O -23.22 -7.32 -19.72  -0.082
O -26.47 -6.17 -20.73  -0.035
O -27.36 -7.26 -18.05  -0.648
H -29.08 -0.80 -21.67  0.281
O -26.36 -3.23 -20.03  -0.105
H -29.83 -5.90 -20.64  0.010
C -26.81 -2.39 -20.88  0.058
C -22.30 -3.45 -15.75  0.286
H -27.60 -10.94 -19.61  0.286
O -27.18 -7.10 -22.73  -0.274
H -20.59 -6.30 -20.26  0.400
O -22.64 -2.37 -17.74  -0.385
O -25.24 -7.67 -21.85  -0.129
H -20.08 -8.01 -20.56  0.428
H -25.48 -10.34 -22.55  0.256
O -27.74 -9.50 -18.18  -0.347
C -20.91 -7.31 -20.52  -1.505
C -25.21 -8.30 -23.15  0.384
O -28.95 -4.55 -19.12  -0.512
H -27.67 0.31 -21.99  0.331
H -22.95 -3.03 -14.99  0.357
H -22.08 -8.99 -19.74  0.302
H -27.03 -1.10 -23.56  0.307
Cu -26.72 -5.22 -18.80  2.273
C -27.67 -1.63 -22.86  0.485
H -29.24 -1.39 -24.24  0.491
H -21.77 -5.41 -14.93  0.301
O -28.48 -8.26 -19.83  -0.224
H -29.69 -10.63 -21.82  0.520
C -26.26 -6.91 -21.72  0.256
H -20.54 -4.58 -15.85  0.312
O -23.10 -4.17 -16.62  -0.277
O -27.25 -1.20 -20.62  -0.285
C -21.93 -7.93 -19.54  0.409
O -22.86 -7.20 -17.57  -0.266
H -28.67 -2.96 -24.36  0.347
H -29.31 -4.35 -21.15  -0.058
O -26.90 -2.92 -15.09  -0.658
H -21.31 -7.22 -21.53  0.304
H -29.80 -2.47 -23.07  0.340
O -27.98 -2.65 -17.23  -0.475
O -27.04 -2.68 -22.16  -0.329
C -21.66 -7.61 -18.09  -0.603
H -20.92 -6.81 -18.09  0.259
H -24.60 -7.69 -23.81  0.301
H -27.25 -8.92 -23.57  0.243
C -24.76 -9.76 -23.13  -1.334
O -24.34 -3.72 -18.49  -0.462
C -29.73 -4.87 -20.29  -0.446
S -27.49 -3.57 -16.28  1.216
H -29.21 -9.03 -22.14  0.277
C -28.89 -2.20 -23.60  -1.577
C -21.31 -4.43 -15.09  -1.333
H -23.81 -9.85 -22.59  0.292
C -28.37 -10.43 -19.04  -0.599
H -20.84 -4.10 -14.17  0.377
H -20.71 -2.67 -16.99  0.317
H -21.56 -1.54 -15.99  0.338
O -28.81 -4.18 -16.07  -0.477
C -23.79 -7.02 -18.48  0.222
O -24.86 -6.54 -18.26  -0.289
H -26.57 -7.54 -24.60  0.291
O -26.64 -4.51 -17.01  -0.366
C -21.71 -2.39 -16.65  -0.503
C -28.96 -9.89 -21.52  -1.123
C -27.81 -8.27 -18.62  0.450
H -30.22 -9.39 -19.75  0.313
H -28.92 -11.21 -18.53  0.311
H -27.94 -10.16 -21.80  0.098

=====

Entry 3:
DFT (the ωB97M-V functional and the def2-TZVPD basis) results for a cluster of 2 separate species, C4H11NO2 in total.

energy relative to the best compared isomer or geometry (same formula, charge and spin) = 48.5 kcal per mole
total charge = 0
HOMO level = -0.332 Eh
electronic energy = -9910.1381 eV
structure (SMILES) = CN(C)CC=O.O

Each line ends with the Mulliken charge.
Atoms and positions in Å:
O -0.78 1.94 0.96  -0.520
C -0.04 -0.46 -1.58  -0.937
H 2.81 2.07 0.59  0.298
H 0.84 0.07 -1.19  0.354
H -1.23 -1.16 1.38  0.491
H 0.25 -1.05 -2.44  0.371
H 0.36 -2.96 -1.25  0.369
H 1.41 -2.28 -0.18  0.355
H -0.18 -3.11 0.38  0.337
H -0.77 0.30 -1.84  0.300
C 0.32 -2.41 -0.30  -1.004
C -0.59 -0.48 0.80  -0.430
C -1.23 0.89 0.61  -0.117
H 0.42 -0.33 1.22  0.255
N -0.57 -1.28 -0.43  -0.202
H 1.28 1.96 0.40  0.321
H -2.17 0.83 0.02  0.388
O 2.13 1.64 0.07  -0.629

=====

Entry 4:
DFT (the ωB97M-V functional and the def2-TZVPD basis) results for the molecule CH5N3O.

energy relative to the best compared isomer or geometry (same formula, charge and spin) = 50.7 kcal per mole
total charge = 0
HOMO level = -0.332 Eh
electronic energy = -7633.4383 eV
structure (SMILES) = [H]/N=C(\N)NO

Each line ends with the Mulliken charge.
Atoms and positions in Å:
H 0.09 -1.15 1.80  0.320
N -0.49 -1.06 -0.72  -0.705
H 1.09 1.52 -0.07  0.242
N -0.34 -0.20 1.48  -0.563
N 0.21 1.09 -0.41  -0.216
H 0.54 0.44 1.97  0.314
H -0.16 0.22 -2.06  0.385
O 0.27 1.08 -1.85  -0.436
H -1.02 -1.81 -0.30  0.218
C -0.19 -0.14 0.16  0.440

=====

Entry 5:
DFT (the ωB97M-V functional and the def2-TZVPD basis) results for a structure of composition C31H41Co2O6Sn.

energy relative to the best compared isomer or geometry (same formula, charge and spin) = 42.8 kcal per mole
total charge = -1
HOMO level = -0.116 Eh
electronic energy = -126175.7436 eV

Each line ends with the Mulliken charge.
Atoms and positions in Å:
C 2.21 -1.51 1.69  0.568
H 2.66 2.41 -7.14  0.365
C -1.27 -3.04 0.91  -1.387
H -1.70 2.87 -0.21  0.369
O -2.50 5.69 -1.04  -0.437
H 3.67 -0.43 2.85  0.459
H -1.93 -3.13 -2.53  0.154
O 1.99 5.37 -0.16  -0.397
H -0.76 -1.72 8.00  0.313
H 4.81 -1.35 0.77  0.394
H -3.63 -0.36 0.32  0.480
H -2.81 -2.41 3.70  0.392
O 1.53 -1.29 -2.98  -0.443
C 0.83 1.50 -0.47  -0.487
H -0.72 -2.88 5.08  0.216
C -2.98 -0.29 -0.57  -1.570
C -1.48 5.42 -1.53  -0.207
H -2.46 2.01 -3.11  0.289
H -2.65 -0.67 4.10  0.347
H -0.86 -3.44 7.61  0.312
C -2.10 -1.61 3.97  -1.371
C 4.30 -0.39 0.78  -1.322
C -1.45 -2.53 7.73  -1.282
O 1.57 2.19 0.12  -0.477
H 1.31 -0.78 3.58  0.545
H 0.14 -4.54 -1.91  0.383
H 0.70 -3.50 0.16  0.290
C 0.58 3.39 -3.13  -0.749
H 3.87 -0.21 -0.21  0.160
H -2.61 -1.31 -0.76  -0.013
C -1.32 -1.97 5.24  -0.121
C -2.15 2.13 -0.87  -1.117
C 3.83 1.86 -5.38  -0.432
C 2.71 2.38 -6.05  -0.577
H -2.92 -3.01 6.23  0.328
Sn -0.92 -1.24 2.13  1.045
H -2.86 -4.13 -1.38  0.275
H 2.68 0.60 1.82  0.208
C -0.69 -4.38 -1.22  -0.817
C 1.15 -1.55 2.81  -1.372
H -2.42 0.88 1.75  0.756
C 1.69 2.85 -3.90  0.681
H -2.74 2.83 -2.75  -0.091
C -1.11 0.33 -2.77  -0.084
H 5.04 0.39 0.99  0.381
H 2.85 2.37 -2.15  0.475
C -0.61 3.23 -2.56  -0.295
C 1.64 2.88 -5.32  -0.380
H -2.31 -2.96 0.57  0.449
C -1.83 0.69 -0.33  2.502
C -1.52 0.68 1.16  -2.320
C -1.75 2.38 -2.23  0.903
H -0.72 1.35 1.50  0.450
C 2.83 2.35 -3.24  -0.074
C 0.42 6.21 -3.40  0.232
C -0.30 -3.26 -0.25  0.852
H -1.21 -3.88 1.62  0.536
H 0.75 3.30 -5.79  0.447
C 0.90 -0.67 -2.23  0.329
H -0.81 -5.31 -0.65  0.359
C -1.97 -4.10 -2.02  -1.042
C 3.21 -0.36 1.86  -0.449
H -0.14 -2.33 -0.82  -0.814
C 3.90 1.85 -3.98  -0.747
O 0.70 7.06 -4.12  -0.426
H -2.83 -1.30 6.62  0.333
H -3.25 2.31 -0.74  0.517
Co 0.03 4.90 -2.29  -0.201
H -2.09 -4.87 -2.79  0.419
H 2.75 -2.47 1.66  0.502
C 1.21 5.16 -1.00  0.068
C -2.23 -2.20 6.46  -0.438
H -0.60 -1.17 5.48  0.246
H -3.64 0.01 -1.40  0.426
H 1.73 -1.42 0.70  -0.619
O -1.61 0.06 -3.79  -0.502
H 1.15 -2.54 3.30  0.321
Co -0.19 0.33 -1.25  0.854
H 4.77 1.46 -3.46  0.390
H 4.67 1.48 -5.96  0.362
H -2.14 -2.68 8.56  0.386

=====

Entry 6:
DFT (the ωB97M-V functional and the def2-TZVPD basis) results for a cluster of 2 separate species, C23H30N2O6 in total.

energy relative to the best compared isomer or geometry (same formula, charge and spin) = 0.6 kcal per mole
total charge = 0
HOMO level = -0.320 Eh
electronic energy = -39604.3514 eV
structure (SMILES) = O=C(O)[C@@H](O)c1cccc(Oc2ccccc2)c1.CNC(=O)[C@H](CC(C)C)NC(C)=O

Each line ends with the Mulliken charge.
Atoms and positions in Å:
C -0.93 -4.22 3.29  -1.327
C 1.61 -1.69 -1.57  0.795
C -2.60 -0.43 -0.03  -0.284
H -1.62 7.06 2.04  0.353
C 0.64 7.48 1.25  0.498
H 2.41 2.32 1.20  0.436
O 1.81 7.58 0.92  -0.559
C 1.54 2.95 1.04  -0.570
H 2.69 -6.82 -0.54  0.343
H -1.65 -3.29 1.11  0.313
C 1.78 -6.53 -1.06  -0.997
H 0.62 1.62 -0.39  0.063
H 2.22 4.48 2.39  0.328
H 0.09 -0.24 -2.09  -0.041
H -0.90 -2.83 -0.93  0.070
H -2.62 1.98 -3.07  0.417
H -1.54 5.22 0.40  0.298
C -3.14 0.02 -2.35  -0.623
H 2.01 -6.35 -2.11  0.326
N 1.22 -5.32 -0.46  -0.003
C -2.08 0.86 0.09  -0.194
H -1.38 -3.28 3.60  0.337
O -1.12 6.54 2.70  -0.588
C -2.06 1.74 -1.01  0.183
H 1.09 -0.77 -3.46  0.467
C 0.96 -2.08 -0.23  -1.052
H 1.45 -5.11 0.51  0.232
C 1.43 4.17 1.71  -0.676
H 2.30 0.25 -0.88  0.008
O -0.33 8.32 0.80  -0.473
C -0.68 4.59 0.59  -0.528
C 2.71 -0.65 -1.33  -1.411
H -0.31 -4.62 4.10  0.355
O 0.09 -4.61 -2.26  -0.681
H -3.56 -0.31 -3.30  0.381
C -2.61 1.30 -2.22  -0.489
N -0.66 -3.48 1.01  -0.004
H 0.91 6.35 3.05  0.494
H 0.14 8.94 0.22  0.356
H -3.54 -1.86 -1.36  0.387
H 0.50 -1.20 0.22  0.353
C -0.09 -3.21 -0.32  0.669
C 0.22 6.34 2.20  -0.216
H 1.76 -2.41 0.44  0.384
H -0.15 -1.84 -2.82  0.330
H 1.06 -7.34 -0.99  0.307
H 2.07 -2.56 -2.03  0.348
H -1.70 1.19 1.06  0.450
O 1.13 -4.28 2.13  -0.727
H -1.71 -4.94 3.05  0.338
H 3.18 -0.40 -2.28  0.467
H 3.47 -1.07 -0.67  0.440
C 0.32 5.01 1.50  0.706
C -3.13 -0.86 -1.25  -0.455
C 0.43 -4.45 -1.09  -0.293
C -0.59 3.36 -0.07  0.024
H -2.60 -1.09 0.83  0.440
O -1.59 3.03 -0.95  -0.453
C 0.53 2.55 0.15  0.271
C 0.59 -1.09 -2.55  -1.147
C -0.06 -4.00 2.08  0.822